(1)
Here is a cluster of 8 separate species, C37H46Cl2F4O9 in total at a distorted geometry from the OMol25 dataset. Energies are from wB97M-V/def2-TZVPD.

```
! RIJCOSX wB97M-V def2-TZVPD def2/J DEFGRID3
* xyz -1 2
Cl 1.672 1.108 -0.657
Cl -0.578 -0.772 -1.061
F -3.358 -0.927 2.819
F -2.453 1.626 -2.577
F 1.142 1.649 -4.560
F 5.526 -2.556 -1.280
O -4.932 6.927 -0.029
O -1.793 -3.147 1.587
O 3.426 -3.732 2.398
O -3.152 5.555 0.215
O -0.276 -4.840 1.560
O -4.409 5.845 1.955
O 2.415 -2.367 0.932
O 3.282 -4.347 0.262
O -0.699 -3.562 3.466
C -0.851 -3.944 2.139
C 1.978 -1.382 1.909
C -2.729 5.698 -1.142
C -3.788 1.241 -2.567
C 0.044 -4.418 4.369
C 6.002 0.806 -0.002
C 5.355 -0.308 -0.457
C 7.421 0.841 0.110
C 1.711 0.451 -4.495
C 2.870 -2.003 -4.086
C 2.909 -4.059 -1.061
C 8.140 -0.376 -0.159
C -5.458 -0.366 -3.119
C 0.915 -0.650 -4.494
C -0.813 -5.625 4.718
C 3.091 -3.470 1.266
C -0.028 0.951 -1.289
C -0.634 2.005 2.471
C -1.769 2.027 1.678
C -4.791 2.155 -2.130
C -6.462 0.485 -2.646
C -5.501 6.405 2.731
C 7.493 -1.497 -0.657
C -0.437 0.945 3.416
C -1.358 -0.050 3.592
C 3.096 0.385 -4.222
C -2.707 1.044 1.834
C -2.333 -3.516 0.318
C 2.996 -0.335 2.359
C 6.106 -1.472 -0.862
C -4.188 6.207 0.653
C -4.110 0.015 -3.082
C 1.507 -1.870 -4.379
C -2.453 0.013 2.735
C -6.150 1.754 -2.196
C -1.567 4.703 -1.231
C 3.730 -0.853 -4.045
H -1.961 3.690 -1.149
H -1.591 -3.509 -0.480
H -0.360 -6.375 5.366
H -0.705 1.620 -0.758
H -7.510 0.222 -2.664
H -2.761 -4.518 0.293
H 0.441 0.981 4.043
H 1.883 -3.695 -1.126
H 3.029 -4.933 -1.702
H 3.292 -2.992 -3.989
H -1.041 -6.072 3.751
H -4.582 3.119 -1.691
H 7.926 1.713 0.499
H -0.018 1.179 -2.355
H 3.462 -3.239 -1.519
H -3.565 0.999 1.179
H 2.535 0.297 3.117
H 0.950 -2.793 -4.443
H -2.343 6.713 -1.240
H -3.143 -2.820 0.102
H -0.151 -0.550 -4.634
H -1.869 2.825 0.957
H 4.791 -0.891 -3.846
H -6.373 6.033 2.193
H -5.563 6.139 3.786
H 8.040 -2.412 -0.830
H -1.182 4.790 -2.247
H 3.912 -0.733 2.796
H 3.393 0.235 1.519
H -5.563 7.482 2.573
H -3.492 5.509 -1.896
H -3.345 -0.625 -3.495
H 4.285 -0.166 -0.503
H 0.321 -3.874 5.272
H -5.754 -1.342 -3.472
H 0.956 -4.657 3.823
H 0.120 2.769 2.353
H -1.207 -0.783 4.371
H 3.633 1.322 -4.184
H 9.213 -0.410 -0.038
H 1.230 -0.753 1.428
H -6.903 2.460 -1.877
H 5.571 1.782 0.167
H 1.469 -1.735 2.807
H -0.806 4.850 -0.464
H -1.717 -5.252 5.200
*
```

The expectation value of S² is 0.760. The total energy is -93455.3677 eV. The frontier orbital gap (alpha / beta) comes out at 1.87 / 6.45 eV. As for the LUMO energy (alpha / beta): 2.16 / 2.16 eV. The value obtained for the HOMO energy (alpha / beta) is 0.292 / -4.294 eV.

Mulliken atomic charge list, values in e, 8 entries: atom 1 (Cl): -0.20, atom 2 (Cl): 0.04, atom 3 (F): -0.42, atom 4 (F): -0.22, atom 5 (F): -0.34, atom 6 (F): -0.24, atom 7 (O): -0.61, atom 8 (O): -0.07



(2)
Here is a structure of composition C33H34F6N11O4RuS5 from the OMol25 dataset. Energies are from wB97M-V/def2-TZVPD.

```
! RIJCOSX wB97M-V def2-TZVPD def2/J DEFGRID3
* xyz 0 6
Ru 0.056 -0.161 0.355
S 3.277 -0.132 -0.132
S -0.706 -2.157 1.813
S 5.692 0.044 1.211
S 1.397 -0.147 2.670
S -0.646 2.638 -1.326
F 4.418 -1.178 -2.271
F 4.626 -1.872 2.662
F 6.564 -1.182 3.335
F 4.806 0.024 3.694
F 3.232 0.577 -2.697
F 5.165 0.792 -1.770
O 6.158 -0.978 0.320
O 6.522 1.158 1.541
O 2.073 0.728 -0.253
O 3.022 -1.531 0.031
N 4.226 0.581 0.869
N 0.441 2.308 2.094
N 0.257 -3.062 -0.546
N -1.572 2.549 -3.822
N 2.457 2.258 3.146
N -2.041 -0.049 0.018
N 0.077 -4.635 1.073
N -0.465 1.485 1.490
N 0.122 -4.844 2.371
N 0.609 3.179 -3.599
N 0.236 -1.788 -0.941
C -2.870 2.059 -3.380
C -1.705 1.849 1.450
C 0.202 -1.660 -2.338
C -4.776 0.162 0.056
C 0.088 -8.676 4.005
C 1.431 1.591 2.586
C -0.134 -2.741 -3.169
C -0.536 2.806 -3.003
C -3.825 3.166 -2.968
C 0.062 -7.249 2.059
C 5.397 -0.804 2.815
C -2.783 -0.938 -0.636
C -3.368 5.180 1.930
C -2.052 3.274 3.469
C -2.556 4.419 4.063
C 1.860 3.454 -2.892
C -3.997 1.078 0.749
C 0.130 -1.338 -5.112
C -0.070 -3.302 0.717
C -4.166 -0.858 -0.651
C -2.620 0.952 0.705
C -0.175 -2.570 -4.539
C 0.107 -6.137 2.895
C 0.137 -7.557 4.828
C -2.216 3.073 2.102
C -2.877 4.027 1.334
C 0.475 -0.276 -4.291
C -3.211 5.373 3.295
C 1.955 4.882 -2.384
C 0.504 -0.426 -2.913
C 4.084 0.022 -1.829
C 0.147 -6.287 4.279
C 0.053 -8.512 2.626
H -3.596 6.271 3.761
H -3.279 1.471 -4.203
H 2.911 5.034 -1.882
H 0.082 -9.668 4.436
H 0.117 -1.218 -6.188
H 1.934 2.745 -2.068
H -3.377 3.768 -2.177
H -4.756 2.738 -2.591
H -4.738 -1.594 -1.197
H -1.526 2.536 4.060
H 0.168 -7.674 5.903
H -2.247 -1.719 -1.157
H -4.067 3.818 -3.809
H 3.316 1.751 3.281
H 1.157 5.082 -1.669
H -2.428 4.572 5.126
H 0.022 -9.381 1.981
H -4.443 1.878 1.322
H -0.340 -3.700 -2.718
H 2.525 3.241 2.938
H 0.817 0.401 -2.287
H -3.867 5.928 1.328
H 0.756 0.676 -4.722
H -5.855 0.243 0.082
H 0.185 -4.048 3.003
H -2.689 1.379 -2.549
H -0.432 -3.411 -5.171
H 0.604 3.325 -4.596
H 0.043 -7.105 0.989
H 2.666 3.234 -3.593
H -2.975 3.876 0.265
H 1.883 5.598 -3.204
H -1.455 2.725 -4.807
H 0.189 -5.412 4.916
*
```

The expectation value of S² is 8.803. The total energy is -132414.1777 eV. The frontier orbital gap (alpha / beta) comes out at 5.76 / 6.06 eV. As for the LUMO energy (alpha / beta): -0.97 / -2.26 eV. The value obtained for the HOMO energy (alpha / beta) is -6.722 / -8.325 eV. The calculation puts the energy above the lowest of the compared OMol25 structures with the same formula, charge and spin at 74.3 kJ/mol.

Mulliken atomic charge list, values in e, 8 entries: atom 1 (Ru): 0.18, atom 2 (S): 1.25, atom 3 (S): -0.56, atom 4 (S): 0.97, atom 5 (S): -0.34, atom 6 (S): 0.27, atom 7 (F): -0.23, atom 8 (F): -0.20



(3)
Here is a structure of composition C30H77AsB2F6N3O4Sn at a distorted geometry from the OMol25 dataset. Energies are from wB97M-V/def2-TZVPD.

```
! RIJCOSX wB97M-V def2-TZVPD def2/J DEFGRID3
* xyz -1 1
Sn -26.675 -17.582 -9.068
As -20.944 -19.083 -6.662
F -19.235 -19.738 -6.201
F -21.744 -20.015 -5.422
F -21.158 -20.559 -7.638
F -20.185 -18.176 -8.041
F -22.532 -18.522 -7.282
F -20.958 -17.667 -5.576
O -17.767 -24.129 -10.122
O -15.957 -20.976 -1.357
O -22.498 -19.629 -0.455
O -22.117 -24.935 -4.770
N -24.573 -17.793 -13.146
N -16.703 -10.347 -4.546
N -12.205 -17.141 -7.874
C -15.218 -10.465 -4.869
C -23.193 -17.949 -12.801
C -12.153 -18.558 -7.850
C -16.686 -8.073 -5.659
C -13.155 -16.410 -8.812
C -19.805 -25.587 -5.044
C -17.026 -21.952 -9.888
C -17.719 -12.430 -5.465
C -21.266 -19.561 -0.564
C -14.656 -16.754 -8.521
C -17.456 -11.567 -4.211
C -17.370 -9.462 -5.487
C -22.201 -18.094 -13.915
C -24.924 -16.596 -14.028
C -15.053 -23.250 -1.483
C -20.583 -18.285 -0.917
C -21.222 -25.238 -5.537
C -21.476 -25.469 -6.995
C -25.131 -20.225 -12.974
C -17.904 -23.005 -10.427
C -24.675 -15.306 -13.313
C -10.869 -16.520 -7.725
C -25.063 -18.965 -13.833
C -14.547 -9.825 -3.671
C -14.749 -21.460 -3.327
C -10.787 -15.081 -7.419
C -11.411 -19.105 -9.005
C -15.269 -21.780 -1.986
C -20.401 -20.806 -0.369
C -18.931 -22.657 -11.491
B -27.125 -17.481 -4.631
B -26.403 -22.145 -7.640
H -14.956 -10.278 -2.768
H -21.130 -24.618 -7.582
H -9.739 -14.782 -7.440
H -18.346 -11.347 -3.621
H -24.654 -19.088 -14.836
H -26.740 -22.846 -6.892
H -25.504 -20.110 -11.956
H -11.108 -14.875 -6.398
H -21.260 -17.547 -1.348
H -23.021 -18.706 -12.037
H -13.788 -21.063 -2.998
H -25.177 -14.564 -13.934
H -24.398 -16.684 -14.979
H -27.928 -18.202 -4.612
H -27.328 -16.567 -5.167
H -14.795 -8.772 -3.542
H -12.930 -16.492 -9.875
H -18.319 -9.288 -4.979
H -18.509 -12.204 -6.181
H -22.378 -19.056 -14.398
H -25.495 -21.667 -7.303
H -13.176 -18.915 -7.735
H -10.436 -16.629 -8.719
H -18.585 -23.230 -12.351
H -13.464 -9.935 -3.635
H -15.339 -20.684 -3.814
H -26.173 -22.707 -8.531
H -24.172 -20.743 -13.015
H -15.631 -23.497 -0.592
H -16.209 -7.616 -4.793
H -15.851 -8.259 -6.334
H -15.284 -16.068 -9.090
H -19.558 -20.512 0.258
H -10.357 -17.041 -6.916
H -13.997 -23.236 -1.215
H -19.633 -26.651 -4.883
H -19.077 -25.256 -5.785
H -14.664 -22.341 -3.964
H -11.600 -20.178 -9.039
H -27.198 -21.434 -7.806
H -11.388 -14.434 -8.058
H -14.833 -16.677 -7.449
H -14.970 -10.030 -5.838
H -25.981 -16.738 -14.251
H -14.870 -11.492 -4.987
H -19.947 -22.965 -11.244
H -17.589 -9.816 -6.495
H -20.196 -17.915 0.032
H -22.366 -17.448 -14.777
H -19.680 -18.310 -1.526
H -17.314 -7.281 -6.067
H -25.068 -15.271 -12.296
H -20.857 -26.220 -7.486
H -13.247 -15.331 -8.689
H -16.834 -12.401 -6.101
H -16.325 -21.510 -10.596
H -15.285 -23.999 -2.240
H -14.890 -17.721 -8.967
H -11.733 -18.606 -9.918
H -16.347 -22.435 -9.185
H -19.681 -25.075 -4.090
H -26.704 -17.273 -3.660
H -21.141 -17.933 -13.717
H -20.006 -21.179 -1.314
H -16.846 -12.149 -3.522
H -10.371 -18.884 -8.765
H -17.949 -13.486 -5.322
H -11.666 -18.916 -6.944
H -21.004 -21.540 0.165
H -25.901 -20.877 -13.385
H -18.827 -21.642 -11.875
H -22.822 -17.046 -12.316
H -17.518 -21.068 -9.482
H -26.257 -17.747 -5.215
H -26.130 -18.888 -14.042
H -23.631 -15.007 -13.395
H -22.526 -25.438 -7.286
*
```

The total energy is -129333.5769 eV. The frontier orbital gap comes out at 3.47 eV. As for the LUMO energy: -2.91 eV. The value obtained for the HOMO energy is -6.376 eV.

Mulliken atomic charge list, values in e, 8 entries: atom 1 (Sn): 1.09, atom 2 (As): 2.09, atom 3 (F): -0.57, atom 4 (F): -0.47, atom 5 (F): -0.51, atom 6 (F): -0.53, atom 7 (F): -0.53, atom 8 (F): -0.50